Record 1
A 40-piece molecular cluster, H80O40 overall in a non-equilibrium geometry, computed with the ωB97M-V functional and the def2-TZVPD basis.

```
120
Properties=species:S:1:pos:R:3:forces:R:3:lowdin_charge:R:1
H -2.291 4.973 -1.362 1.226 0.015 -1.552 0.044
H -0.885 5.406 -2.023 0.149 0.566 0.635 0.017
O -1.730 5.015 -2.211 -1.816 -0.178 1.069 -0.076
H -3.354 1.564 0.724 -1.102 -0.628 1.159 0.078
H -4.537 1.111 1.808 0.122 -0.149 -0.566 0.025
O -3.637 1.425 1.665 0.244 2.856 -1.023 -0.089
H 1.496 -2.765 -6.130 0.830 -0.777 -0.387 0.014
H 2.309 -2.070 -5.081 0.833 -2.110 -0.921 0.052
O 2.294 -2.954 -5.596 -0.749 2.729 0.953 -0.088
H -2.508 -2.857 -4.061 1.309 -0.132 0.755 0.087
H -2.620 -2.873 -2.616 0.806 -0.329 -0.248 0.014
O -1.892 -2.879 -3.269 -2.565 0.670 -1.203 -0.081
H 0.711 3.448 0.989 0.715 0.110 1.417 -0.027
H -0.347 2.451 0.610 0.299 -0.659 0.688 0.004
O 0.164 3.188 0.278 -1.067 0.719 -2.390 -0.018
H 4.155 0.080 -0.622 0.833 -0.942 -1.067 0.027
O 3.432 0.282 -0.063 0.973 1.809 0.789 -0.022
H -3.491 -0.994 0.949 -0.969 -1.380 -1.404 -0.028
O -2.820 -0.673 1.497 5.009 -2.243 2.420 -0.106
H 4.061 -1.407 -2.771 -0.442 0.266 0.702 -0.032
H 4.300 0.099 -3.293 -0.324 -1.001 0.057 0.003
O 4.253 -0.863 -3.522 0.481 0.863 -0.973 -0.067
H 2.385 -2.801 0.824 -0.013 -0.468 -0.197 -0.001
H 2.207 -4.223 1.482 1.861 1.994 -3.314 0.104
O 2.705 -3.703 0.650 -1.883 -1.682 3.560 -0.131
H 1.629 4.619 2.419 0.819 1.206 -0.605 0.031
H 1.808 3.622 3.488 0.549 -0.541 0.778 0.064
O 1.181 3.909 2.839 -0.979 -0.453 -0.132 -0.002
H -3.086 -3.861 3.309 -5.291 0.759 -0.092 -0.018
H -2.005 -4.596 2.711 0.089 0.336 0.439 -0.014
O -2.206 -3.932 3.367 5.109 -0.336 0.775 0.023
H -1.122 5.225 2.238 -0.184 0.238 0.031 -0.009
O -0.997 6.188 2.279 1.867 -0.471 0.191 -0.073
H -2.501 0.818 -4.200 -1.382 0.217 -0.070 0.036
H -2.672 1.523 -2.995 0.041 0.801 1.567 -0.029
O -3.253 1.178 -3.653 1.266 -1.087 -1.737 -0.067
H 2.098 -4.386 -3.072 -0.811 0.220 -0.183 0.055
H 2.621 -4.771 -1.791 0.294 0.013 1.204 0.029
O 1.770 -4.584 -2.181 0.297 -0.292 -0.937 -0.050
H 6.240 1.681 2.073 -1.372 -0.123 -0.299 0.051
H 4.822 1.106 1.545 0.634 0.516 0.242 0.010
O 5.277 1.869 1.962 0.595 -0.499 0.047 -0.089
H 0.338 -2.412 -5.161 -0.956 -0.980 -0.525 0.003
H -1.114 -2.149 -5.173 1.737 -1.856 -2.019 0.075
O -0.433 -2.768 -5.679 -1.304 2.968 2.616 -0.114
H -2.720 0.277 2.945 -1.212 -0.372 -4.216 -0.109
H -3.395 0.433 4.243 -0.148 -0.131 0.071 0.038
O -2.542 0.332 3.822 0.990 0.606 5.442 -0.036
H -3.377 -3.123 -0.074 -0.863 1.358 0.027 0.068
H -3.053 -2.203 -1.229 -1.404 0.846 1.731 0.061
O -3.685 -2.239 -0.439 1.836 -2.340 -1.726 -0.064
H 4.154 5.231 0.085 0.843 -0.728 0.490 0.049
O 4.205 4.323 0.474 -0.942 1.726 -0.593 -0.078
H -6.238 -1.602 -0.615 -0.238 -0.245 -0.149 0.037
H -5.913 -0.447 0.217 0.402 0.739 0.069 -0.002
O -6.678 -0.932 -0.078 0.026 -0.419 0.098 -0.037
H -1.324 1.793 -1.073 -0.516 -0.899 -0.315 0.058
O -1.728 0.903 -1.200 -1.575 1.455 1.027 -0.027
H 2.404 4.338 -2.860 -1.988 -0.796 1.135 0.027
H 3.597 4.746 -3.007 2.653 1.000 -0.564 0.025
O 3.095 4.578 -2.231 -0.757 -0.334 -0.590 -0.037
H 1.355 1.475 -1.400 -1.109 -1.504 -1.030 0.075
H -0.134 1.182 -1.700 2.331 0.184 -0.600 -0.041
O 0.757 0.841 -1.921 1.063 1.089 1.082 -0.098
H -0.084 -3.453 1.300 -0.366 -2.066 -1.537 -0.029
H -0.392 -2.687 2.495 1.045 0.422 -1.221 0.045
O 0.231 -2.679 1.697 -0.990 1.528 2.524 -0.063
H -6.206 0.046 3.089 -1.245 1.689 1.731 0.026
H -5.981 -0.889 2.140 2.588 0.588 1.525 0.114
O -5.398 -0.361 2.851 -1.903 -2.337 -3.244 -0.064
H 4.186 2.428 -2.816 -0.254 -0.328 -0.321 0.047
H 5.211 1.948 -3.870 -2.058 -0.280 0.407 0.110
O 4.240 1.839 -3.597 2.363 0.943 0.056 -0.076
H 5.015 -2.821 -0.494 -0.863 -0.747 -3.345 0.104
H 4.631 -2.921 -2.188 -0.478 1.682 -0.993 -0.034
O 4.904 -3.312 -1.396 1.421 -1.310 4.243 -0.066
H 1.122 -6.393 1.741 1.518 -2.436 -1.412 0.011
H 1.234 -5.726 3.183 0.124 -0.516 -0.460 0.076
O 0.821 -5.750 2.309 -1.698 2.999 1.845 -0.003
H -2.514 5.306 0.662 -2.110 -1.363 -1.021 0.082
H -3.342 4.072 0.967 -0.204 -0.457 0.323 -0.011
O -3.247 4.698 0.254 2.352 2.067 0.511 -0.081
H -1.405 2.018 2.188 -0.961 -0.374 0.559 0.037
H -0.896 0.565 2.094 -1.652 -2.440 -0.936 -0.023
O -0.654 1.434 2.231 1.613 3.216 0.295 -0.020
H -3.473 3.709 3.222 -0.596 -1.062 0.543 0.031
H -2.348 4.628 3.800 -0.557 -0.269 -0.331 0.076
O -2.865 4.395 3.009 1.104 0.944 0.061 -0.044
H -0.032 0.993 -6.250 0.343 -0.231 0.995 0.059
O -0.198 0.509 -5.418 0.173 -0.129 0.432 -0.066
H -1.691 -5.432 1.530 0.051 -0.055 -0.444 0.040
H -1.731 -5.243 0.007 -0.658 1.318 2.288 0.119
O -2.023 -4.762 0.908 0.886 -2.273 -2.830 -0.124
H 3.307 4.105 0.192 0.071 -0.951 0.027 0.001
H 2.800 -0.406 -0.012 -0.786 -1.200 -0.642 0.015
H -1.177 0.318 -1.706 0.096 -0.638 -0.147 0.034
H -2.126 -1.419 1.767 -2.694 1.815 -1.238 0.125
H -0.019 6.229 2.466 -1.561 0.273 -0.284 0.058
H 0.485 0.671 -4.726 -0.579 0.406 -1.094 0.044
O 1.912 0.656 5.655 1.929 -0.672 0.018 -0.028
H 1.884 0.360 6.562 -0.061 -0.062 0.356 0.038
H 1.082 1.038 5.488 -1.901 0.658 -0.411 0.004
O 1.901 -1.840 -2.541 -2.071 0.991 -1.754 -0.103
H 1.836 -1.105 -3.228 0.497 -0.983 1.650 0.043
H 0.941 -2.123 -2.521 1.579 0.100 0.369 0.061
O -0.239 -1.105 3.820 1.768 -0.030 -1.115 -0.079
H 0.564 -1.639 3.588 -0.759 0.505 0.389 0.039
H -0.055 -0.331 3.233 -0.456 -0.416 1.207 0.033
O 0.293 3.341 -2.622 1.167 -0.735 -2.417 -0.037
H -0.099 3.986 -3.206 -0.540 -0.004 -0.395 0.040
H 0.139 3.695 -1.784 -0.387 0.658 2.561 -0.040
O 1.676 1.171 1.291 -2.539 -2.799 -2.667 -0.011
H 2.014 1.920 1.658 1.861 2.309 2.317 -0.019
H 1.855 0.316 1.658 0.697 0.358 0.960 0.050
O 1.638 -2.815 5.468 -0.664 0.178 -0.302 -0.069
H 0.825 -2.311 5.244 0.817 -0.259 0.526 0.020
H 2.346 -2.165 5.543 -0.220 0.122 -0.074 0.027
O -0.951 -4.481 -1.547 -2.968 -1.196 0.393 -0.049
H -0.011 -4.434 -1.610 1.658 0.712 0.480 -0.005
H -1.469 -3.951 -0.917 1.886 0.342 -0.590 0.013
```
Positions in Å, forces in eV/Å.

Values from the calculation:
Orbital gap in eV: 9.69
Electronic energy in hartree: -3057.2365
Energy above the lowest of the compared OMol25 structures with the same formula, charge and spin in kcal/mol: 326.82

---

Record 2
A 40-piece molecular cluster, H80O40 overall in a non-equilibrium geometry, computed with the ωB97M-V functional and the def2-TZVPD basis.

```
120
Properties=species:S:1:pos:R:3:forces:R:3:lowdin_charge:R:1
H 2.053 4.698 4.450 -0.737 -0.343 0.552 0.030
H 2.152 3.157 5.023 -0.788 0.518 0.163 0.041
O 2.534 3.878 4.523 1.544 -0.258 -0.821 -0.043
H 0.997 1.505 -4.770 -0.355 0.583 0.549 0.031
H -0.442 2.233 -5.165 0.411 -0.225 1.044 -0.008
O 0.260 1.606 -5.372 0.379 -0.932 -1.465 -0.054
H -2.770 1.006 1.951 0.023 -0.203 -0.033 0.045
H -1.820 -0.157 1.682 0.098 -0.169 -0.125 0.053
O -2.422 0.195 2.349 -0.182 0.219 -1.017 -0.053
H 0.389 4.507 -0.871 -0.030 0.163 -0.348 -0.001
H -0.906 3.748 -1.129 0.113 -0.226 0.029 0.032
O -0.023 3.646 -0.758 0.077 -1.190 0.344 -0.059
H -3.137 -0.512 -3.889 0.083 -0.058 -0.225 0.004
H -4.189 -0.310 -4.951 -0.134 -0.009 0.004 0.049
O -3.954 -0.900 -4.226 0.182 0.138 -0.015 -0.033
H -1.483 -1.236 6.732 0.018 -0.154 -0.068 0.032
O -0.749 -0.683 6.459 0.118 0.182 0.437 -0.050
H 2.914 -3.914 1.594 -0.272 0.505 1.284 0.021
O 3.641 -3.302 1.497 1.006 -0.400 -1.578 -0.025
H 3.884 1.756 -4.400 0.080 -0.478 -0.185 0.048
H 5.152 0.938 -3.941 -0.440 -0.155 -0.468 0.059
O 4.546 1.648 -3.717 1.190 1.355 0.564 -0.060
H 2.439 -3.936 -2.024 0.372 -1.021 -0.652 0.017
H 1.015 -3.565 -2.830 0.300 -0.841 0.140 0.056
O 1.726 -3.338 -2.219 -0.497 1.635 0.090 -0.046
H 2.393 -0.764 -3.136 -0.831 0.418 1.159 0.003
H 2.996 0.709 -2.398 -1.127 -0.522 0.681 0.021
O 2.973 -0.020 -3.009 1.243 -0.427 -1.651 -0.053
H -3.425 4.272 1.263 0.147 0.062 -0.019 0.040
H -3.397 2.792 1.173 0.085 0.084 -0.143 -0.005
O -3.065 3.570 0.709 -0.353 0.168 -0.267 -0.057
H -1.100 5.679 -0.841 -0.060 0.460 0.545 0.031
O -0.360 6.175 -1.196 0.372 0.501 -1.127 -0.054
H -0.810 -1.652 3.210 0.792 -0.057 -0.788 0.006
H -0.160 -2.999 3.101 0.170 -0.043 -0.227 0.030
O -0.534 -2.311 2.533 -0.932 -0.104 0.163 -0.076
H 3.145 3.212 0.042 -1.077 0.588 -0.148 0.008
H 3.092 4.868 0.315 -0.911 -0.614 0.103 0.037
O 3.563 4.069 0.089 1.934 0.055 -0.223 -0.027
H 0.952 1.480 1.084 0.264 -0.686 0.854 0.067
H -0.189 1.584 0.292 -0.994 0.102 -0.305 0.045
O 0.069 1.076 1.072 0.715 0.602 -0.728 -0.034
H 3.352 0.465 4.084 0.079 0.044 -0.057 0.021
H 3.240 -0.178 2.693 -0.155 0.026 0.241 -0.019
O 3.124 -0.354 3.648 -0.182 -0.803 0.369 -0.079
H -4.373 2.757 -1.982 -0.021 -0.276 0.322 0.062
H -5.346 1.729 -2.557 -0.112 0.655 -0.339 0.047
O -4.419 1.988 -2.562 0.496 0.841 -1.651 -0.068
H 4.947 1.311 -1.667 0.090 0.516 -0.048 0.025
H 5.175 1.908 -0.199 0.280 0.095 -0.441 0.057
O 4.764 1.215 -0.726 -0.473 -0.214 0.417 -0.036
H -1.546 -0.838 -5.968 0.247 0.630 0.246 0.025
O -0.742 -0.927 -6.482 0.294 -1.060 -0.704 -0.050
H 1.772 -1.865 4.480 0.685 -0.166 -0.966 0.018
H 1.988 -3.289 3.701 0.471 0.766 -0.025 0.020
O 1.530 -2.796 4.382 -1.005 -0.660 1.048 -0.053
H 1.799 -2.799 -5.311 -0.051 -0.130 0.128 0.021
O 2.350 -2.209 -4.800 0.840 0.620 0.114 -0.063
H -2.797 2.631 -3.978 -0.389 0.111 -0.061 0.019
H -2.119 3.471 -5.151 -0.567 0.005 0.332 0.065
O -1.998 2.778 -4.492 0.456 0.143 -0.223 -0.041
H 2.519 -4.546 -0.132 -0.289 -0.415 -0.947 0.012
H 3.256 -5.741 0.041 0.017 -0.843 -0.397 0.082
O 2.448 -5.484 -0.429 0.897 1.182 0.906 -0.058
H 1.490 -2.607 -0.604 -0.890 1.376 -0.148 0.026
H 0.667 -2.317 0.645 -0.246 0.765 -0.158 0.035
O 0.994 -1.859 -0.161 0.538 -1.426 0.509 -0.082
H -3.685 -0.585 4.923 0.251 -0.080 0.392 0.048
H -3.335 0.388 3.884 0.205 0.156 -0.517 -0.016
O -3.062 0.138 4.763 -0.770 -0.041 0.950 -0.064
H 2.437 -0.760 0.519 -0.076 -0.340 0.178 0.022
H 3.485 0.346 0.318 0.319 -0.849 0.400 0.012
O 3.197 -0.338 0.961 -0.441 0.403 -1.136 -0.083
H -5.176 0.152 -0.011 0.046 -0.339 -0.457 0.043
H -5.056 0.566 -1.576 0.315 -0.373 2.530 0.033
O -5.229 0.875 -0.644 -0.589 -0.422 -0.385 -0.094
H -0.534 -5.222 0.544 -0.148 0.136 0.303 0.043
H 0.961 -5.353 0.332 -0.412 -0.410 0.696 -0.022
O 0.292 -5.230 1.042 0.020 0.198 -0.589 -0.073
H -5.107 2.521 3.457 0.044 0.034 0.123 0.065
H -3.805 2.694 4.254 -0.147 -0.134 0.115 0.044
O -4.188 2.799 3.377 -0.066 -0.065 -0.243 -0.037
H 3.477 2.034 1.477 0.030 -0.839 -0.294 -0.002
H 3.862 2.584 2.702 0.443 -0.414 0.789 0.058
O 3.895 1.703 2.281 -0.066 2.396 -0.198 -0.054
H -0.890 -3.394 -4.313 0.086 -0.018 0.100 0.072
H -0.259 -2.679 -5.494 0.012 0.471 -0.340 0.035
O -0.043 -3.040 -4.625 -0.825 -0.918 0.024 -0.085
H -3.961 -4.010 -2.592 -0.306 1.084 -0.240 0.033
O -3.110 -3.722 -2.274 1.366 -1.523 0.491 -0.047
H -3.492 -3.766 1.949 -0.461 -0.240 -0.236 0.041
H -2.750 -2.562 1.688 0.284 0.020 -0.999 -0.010
O -3.536 -3.015 1.341 0.471 0.068 0.427 -0.064
H -0.075 -0.253 -6.281 -0.678 0.391 0.498 0.025
H -0.330 -1.090 5.695 0.000 -0.094 0.007 -0.002
H 2.177 -2.439 -3.873 0.133 -0.426 -0.373 -0.017
H 3.841 -2.631 2.151 -0.881 -0.096 0.513 0.046
H 0.150 6.525 -0.460 -0.642 0.002 0.378 0.024
H -2.830 -2.810 -2.295 -0.848 0.424 -0.317 -0.009
O -3.173 -2.775 3.935 -0.895 -0.934 1.017 -0.048
H -3.212 -2.183 3.186 0.354 0.532 0.354 -0.009
H -2.458 -2.615 4.552 0.220 0.462 -0.442 0.037
O -2.462 -0.178 -1.315 -1.535 0.997 2.113 -0.027
H -1.543 -0.276 -1.095 0.140 -0.203 -0.720 0.006
H -2.707 -0.375 -2.206 0.871 -0.239 -0.292 -0.022
O -0.075 -0.104 3.896 -1.228 1.653 0.024 -0.071
H -0.947 0.282 4.124 -0.017 -0.897 1.078 0.030
H 0.015 0.545 3.186 1.386 -0.615 -0.529 0.018
O -0.176 6.101 1.612 -1.361 1.180 -0.439 -0.041
H -0.415 5.178 1.733 1.079 -0.343 0.250 0.034
H 0.713 6.435 1.691 0.400 -1.023 0.532 0.039
O -0.784 -1.427 -2.735 -0.252 0.152 -0.023 -0.055
H -0.153 -1.384 -3.461 0.242 -0.187 0.120 0.030
H -0.346 -1.211 -1.900 0.567 -0.448 -0.332 0.025
O 4.392 -3.740 -1.311 -0.919 -0.517 0.093 -0.036
H 4.985 -3.976 -2.024 0.504 0.577 0.205 0.062
H 4.683 -3.048 -0.708 0.483 0.033 -0.304 0.051
O -1.160 2.765 2.793 0.520 1.228 -0.471 -0.056
H -0.945 1.901 2.403 -0.318 0.310 0.623 -0.022
H -1.583 2.811 3.649 0.084 -0.883 0.006 0.038
```
Positions in Å, forces in eV/Å.

Values from the calculation:
Orbital gap in eV: 9.90
Electronic energy in hartree: -3057.4184
Energy above the lowest of the compared OMol25 structures with the same formula, charge and spin in kcal/mol: 212.66